{
  "formula": "C25H29FN4O2",
  "method": "ωB97M-V with the def2-TZVPD basis set",
  "species": ["C", "C", "C", "C", "C", "C", "C", "H", "H", "C", "C", "C", "O", "N", "H", "C", "N", "C", "O", "N", "C", "C", "C", "C", "C", "C", "H", "H", "F", "H", "H", "H", "C", "H", "H", "C", "N", "C", "C", "H", "H", "C", "H", "H", "C", "H", "H", "H", "H", "H", "H", "H", "H", "H", "C", "H", "H", "H", "H", "H", "H"],
  "positions_angstrom": [[-0.889, 2.680, 6.163], [-0.603, 2.496, 4.703], [0.577, 1.911, 4.260], [0.780, 1.763, 2.877], [-0.181, 2.197, 1.946], [-1.359, 2.786, 2.422], [-1.557, 2.926, 3.771], [-2.468, 3.378, 4.132], [-2.103, 3.119, 1.716], [0.089, 2.024, 0.558], [1.220, 1.431, 0.112], [2.216, 0.973, 1.069], [3.269, 0.420, 0.762], [1.924, 1.189, 2.387], [2.626, 0.866, 3.042], [1.531, 1.237, -1.356], [0.754, 0.193, -1.999], [0.888, -1.154, -1.755], [0.146, -1.957, -2.295], [1.897, -1.500, -0.899], [2.221, -2.772, -0.433], [1.530, -3.928, -0.792], [1.909, -5.153, -0.274], [2.978, -5.218, 0.599], [3.681, -4.087, 0.969], [3.298, -2.866, 0.451], [3.832, -1.970, 0.729], [4.512, -4.169, 1.652], [3.347, -6.420, 1.108], [1.381, -6.054, -0.545], [0.701, -3.860, -1.475], [2.509, -0.780, -0.531], [-0.275, 0.579, -2.943], [0.080, 1.441, -3.513], [-0.403, -0.264, -3.626], [-1.645, 0.880, -2.275], [-2.804, 0.438, -3.003], [-3.000, 1.037, -4.314], [-3.911, 0.049, -5.033], [-3.891, 0.172, -6.114], [-4.936, 0.166, -4.679], [-3.346, -1.291, -4.568], [-2.451, -1.537, -5.142], [-4.056, -2.109, -4.670], [-2.979, -1.014, -3.108], [-3.802, -1.301, -2.442], [-2.085, -1.562, -2.802], [-3.451, 2.027, -4.199], [-2.058, 1.149, -4.873], [-1.668, 0.382, -1.302], [-1.754, 1.958, -2.118], [2.604, 1.032, -1.460], [1.316, 2.167, -1.887], [-0.648, 2.384, -0.144], [1.643, 1.427, 5.203], [1.807, 0.356, 5.077], [2.584, 1.946, 5.016], [1.367, 1.602, 6.236], [-1.859, 3.150, 6.301], [-0.135, 3.312, 6.630], [-0.899, 1.721, 6.679]],
  "homo_ev": -7.691,
  "multiplicity": 1,
  "relative_energy_ev": 0.000,
  "energy_ev": -39170.55342
}

{
  "formula": "C3H12N3O",
  "method": "ωB97M-V with the def2-TZVPD basis set",
  "species": ["C", "C", "N", "N", "N", "H", "H", "H", "H", "H", "H", "H", "H", "C", "O", "H", "H", "H", "H"],
  "positions_angstrom": [[1.538, -0.628, -1.143], [-0.751, 0.190, -1.448], [-0.659, 1.138, -0.540], [0.265, -0.551, -1.864], [-1.981, -0.012, -2.013], [0.163, 1.366, -0.017], [-1.500, 1.375, -0.041], [0.058, -1.390, -2.386], [-1.990, -0.541, -2.881], [-2.587, 0.770, -2.239], [2.325, -0.374, -1.850], [1.730, -1.532, -0.546], [1.519, 0.060, -0.306], [0.649, 0.110, 3.107], [-0.242, 0.086, 1.943], [-1.115, -0.173, 2.253], [1.411, -0.669, 2.916], [1.078, 1.112, 3.135], [0.089, -0.338, 3.922]],
  "homo_ev": -14.056,
  "multiplicity": 1,
  "relative_energy_ev": 1.650,
  "total_charge": 1,
  "energy_ev": -9817.16283
}